Entry 1:
The molecule C4H5OP in a non-equilibrium geometry, computed with ωB97M-V/def2-TZVPD.

```
! wB97M-V def2-TZVPD RIJCOSX def2/J DEFGRID3
* xyz 0 3
C -0.423 0.524 -0.633
C -1.676 0.297 -0.220
C 1.428 -0.312 0.684
C 0.978 0.267 -0.720
O -3.886 -0.817 0.255
P -3.462 0.520 0.104
H 1.575 0.449 1.553
H 2.325 -0.731 0.616
H 0.557 -0.954 1.022
H 1.107 -0.505 -1.566
H 1.476 1.261 -1.094
*
```

The calculation puts the energy relative to the best compared isomer or geometry (same formula, charge and spin) at 224.2 kJ/mol. The lowest unoccupied orbital energy (alpha / beta) comes out at 0.01909 / -0.11442 Ha. As for the expectation value of S²: 2.024. The value obtained for the calculated total energy is -15559.2048 eV.


Entry 2:
C4H5OZn as an isolated structure in a non-equilibrium geometry, computed with ωB97M-V/def2-TZVPD.

```
! wB97M-V def2-TZVPD RIJCOSX def2/J DEFGRID3
* xyz 1 1
H -1.611 -0.740 1.391
C 1.781 0.990 -0.294
C 0.956 0.008 0.100
C -0.376 0.206 0.676
C -1.501 -0.449 0.205
O -1.476 -1.462 -0.616
Zn -2.748 -1.478 -1.728
H 1.526 2.043 -0.142
H 1.255 -1.029 -0.084
H 2.763 0.770 -0.718
H -0.570 1.141 1.211
*
```

The calculation puts the energy relative to the best compared isomer or geometry (same formula, charge and spin) at 22.5 kJ/mol. The lowest unoccupied orbital energy (alpha / beta) comes out at -0.28868 / -0.28869 Ha. The value obtained for the calculated total energy is -54680.8965 eV.


Entry 3:
The molecule C4H6 in a non-equilibrium geometry, computed with ωB97M-V/def2-TZVPD.

```
! wB97M-V def2-TZVPD RIJCOSX def2/J DEFGRID3
* xyz 0 1
C 0.770 0.615 -0.824
C -0.094 0.928 0.312
C -0.350 -0.334 1.060
C -0.673 -1.448 0.453
H 1.493 1.355 -1.155
H -0.616 -1.377 -0.658
H 1.068 -0.406 -1.021
H 0.462 1.705 0.862
H -1.078 1.360 0.103
H -0.983 -2.399 0.868
*
```

The calculation puts the energy relative to the best compared isomer or geometry (same formula, charge and spin) at 375.4 kJ/mol. The lowest unoccupied orbital energy (alpha / beta) comes out at -0.01210 / 0.00786 Ha. The value obtained for the calculated total energy is -4240.0697 eV.


Entry 4:
The molecule C4H6 in a non-equilibrium geometry, computed with ωB97M-V/def2-TZVPD.

```
! wB97M-V def2-TZVPD RIJCOSX def2/J DEFGRID3
* xyz 0 1
C 0.325 0.842 -1.056
C -0.299 -0.011 -0.267
C 0.092 1.376 0.342
C -0.204 -1.399 0.235
H 0.846 1.023 -1.979
H 0.814 1.546 1.097
H -0.830 2.044 0.609
H 0.534 -1.562 0.929
H -0.093 -2.142 -0.511
H -1.185 -1.718 0.600
*
```

The calculation puts the energy relative to the best compared isomer or geometry (same formula, charge and spin) at 197.4 kJ/mol. The SMILES is CC1=CC1. The lowest unoccupied orbital energy comes out at 0.03932 Ha. The value obtained for the calculated total energy is -4241.9150 eV.


Entry 5:
C4H6AgMgO as an isolated structure in a non-equilibrium geometry, computed with ωB97M-V/def2-TZVPD.

```
! wB97M-V def2-TZVPD RIJCOSX def2/J DEFGRID3
* xyz 2 2
C 0.464 -1.308 0.507
C 0.844 -2.438 -0.178
H 1.151 -0.474 0.322
H -0.034 -1.437 1.475
H 1.408 -2.342 -1.111
H 0.736 -3.426 0.278
Ag -1.778 -2.268 -1.233
O 0.181 3.048 -0.707
C -0.804 2.423 -0.087
C -0.753 1.277 0.591
Mg 1.980 3.356 -0.627
H -1.586 0.740 1.043
H -1.808 2.850 -0.272
*
```

The calculation puts the energy relative to the best compared isomer or geometry (same formula, charge and spin) at 164.2 kJ/mol. The lowest unoccupied orbital energy (alpha / beta) comes out at -0.37562 / -0.38075 Ha. As for the expectation value of S²: 0.764. The value obtained for the calculated total energy is -15713.9691 eV.


Entry 6:
C4H6AgO3 as an isolated structure in a non-equilibrium geometry, computed with ωB97M-V/def2-TZVPD.

```
! wB97M-V def2-TZVPD RIJCOSX def2/J DEFGRID3
* xyz 2 2
C -0.075 -2.823 0.069
C 0.226 -2.240 1.088
H -0.135 -3.273 -0.911
H 0.249 -1.739 2.045
H 0.519 -1.202 -0.348
Ag 1.974 0.825 -2.639
O 0.689 1.795 -1.355
C 0.225 0.728 -0.922
O 0.947 -0.341 -1.160
O -0.534 0.568 0.113
C -0.946 1.731 0.867
H -1.578 1.339 1.666
H -0.061 2.224 1.280
H -1.499 2.407 0.209
*
```

The calculation puts the energy relative to the best compared isomer or geometry (same formula, charge and spin) at 234.9 kJ/mol. The lowest unoccupied orbital energy (alpha / beta) comes out at -0.36999 / -0.52462 Ha. As for the expectation value of S²: 0.757. The value obtained for the calculated total energy is -14361.7549 eV.